DFT (the ωB97M-V functional and the def2-TZVPD basis) results for a cluster of 2 separate species, C5H16NO in total.

Last column: Mulliken charge in e.
Cartesian coordinates (Å):
H  -0.740  1.089  -1.033  0.336
H  -2.251  0.916  1.203  0.341
H  -1.499  2.428  0.923  0.415
H  -2.412  -2.009  -1.067  0.415
O  3.558  0.179  -0.879  -0.621
H  -0.205  -1.232  1.884  0.383
H  1.520  0.646  -0.675  0.384
C  -0.767  -0.848  -0.252  0.476
H  1.256  0.592  0.999  0.373
H  -1.867  -1.393  1.502  0.327
C  -0.506  0.669  -0.047  -0.268
C  -1.275  1.373  1.071  -1.367
H  -2.915  -0.433  -0.595  0.328
C  -2.073  -0.976  -1.028  -1.500
H  3.978  -0.010  -1.705  0.306
H  0.060  -1.221  -0.861  0.382
H  -0.739  1.247  2.013  0.407
N  0.978  1.013  0.104  -0.180
H  -0.747  -2.654  0.961  0.397
H  -1.966  -0.623  -2.054  0.415
H  4.289  0.381  -0.296  0.297
C  -0.877  -1.582  1.096  -1.402
H  0.974  2.027  0.187  0.356

Properties
Orbital gap ... 0.455 hartree
E_tot ... -329.86896 a.u.
Highest occupied orbital energy ... -0.5702 hartree
Energy relative to the best compared isomer or geometry (same formula, charge and spin) ... 7.5 kcal/mol
Net charge ... +1